1.
This record from the Open Molecules 2025 dataset describes C8H15N as an isolated structure. The level of theory is the ωB97M-V functional and the def2-TZVPD basis.

Positions of all 24 atoms, in Å:
N -0.128 -0.770 0.558
C 2.019 0.186 1.440
C 1.652 -0.899 -0.963
C 0.204 -1.531 -0.622
C 1.154 0.070 0.143
C -1.190 0.093 0.431
C -2.561 -0.478 0.451
C -0.925 1.267 -0.640
C 0.686 1.345 -0.529
H -1.491 1.055 -1.634
H -0.593 -1.142 -1.220
H -3.546 0.160 0.767
H 1.314 1.434 -1.501
H 3.162 0.489 1.122
H 1.630 0.900 2.053
H -2.822 -0.801 -0.624
H -1.409 2.176 -0.280
H -0.039 -2.606 -0.615
H 2.473 -1.730 -0.948
H 0.880 2.451 -0.273
H -2.852 -1.350 1.205
H 1.580 -0.208 -1.851
H 1.867 -0.800 2.146
H -1.065 0.688 1.383

**ΔE to the lowest compared entry with this formula, charge and spin**: 457.40 kJ/mol
**Net charge**: 0
**Gap between HOMO and LUMO**: 9.486 eV
**HOMO energy**: -8.48 eV
**E_LUMO**: 1.010 eV

=====

2.
This record from the Open Molecules 2025 dataset describes the molecule C8H15N. The level of theory is the ωB97M-V functional and the def2-TZVPD basis.

Positions of all 24 atoms, in Å:
N 1.085 -1.651 -0.042
C -1.608 -0.001 -0.224
C 1.707 -0.706 -0.986
C -0.250 0.613 -0.126
C -1.249 0.761 1.019
C 1.782 0.267 1.315
C 0.964 -0.231 0.169
C -1.927 -1.494 -0.012
C 0.076 1.756 -1.037
H 2.799 -0.621 -0.931
H -1.387 -2.034 0.753
H 0.408 1.396 -2.038
H 0.275 -2.057 -0.530
H -3.005 -1.513 0.206
H -2.329 0.450 -0.904
H -0.834 2.362 -1.114
H 1.273 -0.726 -2.022
H 2.031 1.312 1.199
H 2.650 -0.312 1.425
H -1.733 -2.013 -0.969
H -1.158 0.074 1.857
H -1.677 1.713 1.307
H 0.886 2.394 -0.582
H 1.222 0.262 2.265

**ΔE to the lowest compared entry with this formula, charge and spin**: 191.10 kJ/mol
**Net charge**: 0
**Gap between HOMO and LUMO**: 10.197 eV
**SMILES string**: C[C@H]1C[C@@]1(C)[C@]1(C)CN1
**HOMO energy**: -9.23 eV
**E_LUMO**: 0.970 eV

=====

3.
This record from the Open Molecules 2025 dataset describes an isolated ion of composition C8H15N2 and charge +1. The level of theory is the ωB97M-V functional and the def2-TZVPD basis.

Positions of all 25 atoms, in Å:
N -1.308 0.083 0.110
N -3.128 1.408 0.862
C 2.314 -0.817 0.227
C 2.229 1.101 1.962
C -1.991 -1.170 -0.279
C 1.893 0.218 0.942
C 1.107 -1.479 -1.971
C 0.428 0.089 -0.020
C 1.035 -1.195 -0.570
C -1.873 1.213 0.458
H -3.723 0.543 0.990
H 3.264 1.230 2.036
H 1.766 0.908 2.936
H -2.974 -0.937 -0.693
H -2.434 -1.816 0.556
H -1.080 1.981 0.613
H 1.947 2.225 1.662
H -1.212 -1.571 -1.033
H 0.088 -1.395 -2.408
H 0.564 -1.979 -0.078
H 1.838 -0.797 -2.601
H 1.440 -2.467 -2.354
H 0.615 0.954 -0.677
H -3.428 2.323 1.036
H 3.308 -1.191 0.055

**ΔE to the lowest compared entry with this formula, charge and spin**: 371.12 kJ/mol
**Net charge**: +1
**Gap between HOMO and LUMO**: 10.049 eV
**SMILES string**: CC1=C[C@H](C)[C@H]1N(C)C=[NH2+]
**HOMO energy**: -13.03 eV
**E_LUMO**: -2.978 eV

=====

4.
This record from the Open Molecules 2025 dataset describes an isolated ion of composition C8H15N2O and charge +1. The level of theory is the ωB97M-V functional and the def2-TZVPD basis.

Positions of all 26 atoms, in Å:
O -0.936 -2.815 0.521
N 1.554 -0.300 0.717
N 1.331 1.595 -0.443
C 2.142 0.497 -0.145
C -2.449 -0.986 -0.094
C 0.065 1.371 0.317
C 0.391 0.222 1.190
C -0.978 1.004 -0.755
C 3.505 0.301 -0.764
C -1.556 -1.713 0.860
C -2.335 0.529 -0.131
H -3.418 -1.163 0.369
H -3.229 0.807 -0.812
H 4.178 -0.150 -0.067
H 0.101 0.068 2.310
H -2.454 -1.489 -1.121
H -0.072 2.302 0.826
H 1.730 2.413 -0.753
H -1.754 -1.674 1.992
H -1.035 1.796 -1.461
H 1.861 -1.341 0.917
H 3.486 -0.466 -1.566
H -0.921 -3.103 -0.372
H -2.519 0.949 0.813
H 3.924 1.300 -1.167
H -0.614 0.046 -1.180

**ΔE to the lowest compared entry with this formula, charge and spin**: 400.53 kJ/mol
**Net charge**: +1
**Gap between HOMO and LUMO (spin up / spin down)**: 8.124 / 6.408 eV
**HOMO energy (spin up / spin down)**: -11.00 / -10.20 eV
**E_LUMO (spin up / spin down)**: -2.874 / -3.787 eV